[1]
Below is a 8-piece molecular cluster, C24H56N8O8 overall, with properties calculated with ωB97M-V/def2-TZVPD.

The SMILES is CNC(C)=O.CNC(C)=O.CNC(C)=O.CNC(C)=O.CNC(C)=O.CNC(C)=O.CNC(C)=O.CNC(C)=O. Its orbital gap is 9.38 eV. As for the energy above the lowest of the compared OMol25 structures with the same formula, charge and spin: 6.138 eV. The largest force on an atom is 0.113 Eh/bohr. The calculation puts the lowest unoccupied orbital energy at 0.2983 eV.

```
96
C24H56N8O8 (ωB97M-V/def2-TZVPD)
C -1.60732 0.85396 0.77211
N -0.82605 -0.29558 1.18536
C 0.32919 -0.60330 0.57362
C 1.01623 -1.94974 0.77801
O 0.74970 0.05118 -0.39216
H -2.17281 1.20394 1.63573
H -2.39978 0.57047 0.07948
H -0.99049 1.69752 0.46219
H -1.12095 -0.83321 1.98791
H 0.49795 -2.74874 0.24784
H 0.76677 -2.14019 1.82184
H 2.10229 -1.93555 0.68650
C -5.12118 -2.69610 3.73892
N -5.02638 -3.33442 2.44527
C -4.05232 -4.23443 2.15019
C -4.24300 -5.00253 0.84365
O -3.03600 -4.46421 2.87070
H -4.22590 -2.25394 4.17603
H -5.49583 -3.44640 4.43518
H -5.83373 -1.87183 3.70818
H -5.89514 -3.38653 1.93277
H -4.28806 -6.07213 1.04865
H -3.42561 -4.72141 0.17961
H -5.18947 -4.81390 0.33698
C 8.87433 3.41681 1.08442
N 8.64795 2.22411 0.30999
C 7.71989 1.29065 0.53358
C 7.88609 0.06287 -0.28716
O 6.78442 1.37902 1.28296
H 8.02926 3.84312 1.62500
H 9.31647 4.28299 0.59212
H 9.62879 3.14737 1.82353
H 9.52926 1.91177 -0.07188
H 8.13324 -0.89998 0.16002
H 8.52826 0.17244 -1.16107
H 6.84909 -0.06820 -0.59630
C 0.79469 -12.88189 -0.22424
N 0.43213 -12.33076 -1.56696
C 0.23124 -11.01995 -1.86100
C -0.39402 -10.13973 -0.76806
O 0.47828 -10.55444 -2.95615
H -0.05793 -13.04508 0.43492
H 1.34058 -12.19405 0.42151
H 1.38356 -13.79470 -0.13414
H 0.44921 -13.03797 -2.28783
H -0.53010 -9.11734 -1.12060
H 0.24248 -9.99210 0.10439
H -1.33619 -10.55755 -0.41330
C -12.48597 4.43204 4.45406
N -11.13529 3.91966 4.51415
C -10.01624 4.52454 4.44933
C -8.76560 3.73961 4.70540
O -9.96271 5.69634 4.04085
H -13.27808 3.69432 4.58226
H -12.64180 5.00054 3.53721
H -12.80512 5.05715 5.28801
H -10.97407 3.02303 4.95024
H -8.03550 4.47930 5.03390
H -8.58409 3.20056 3.77558
H -8.92922 3.04669 5.53075
C 4.53686 5.60230 -2.35538
N 5.24741 6.59831 -3.19248
C 5.88029 7.75413 -2.85400
C 6.43477 8.62107 -3.99151
O 5.94604 8.30999 -1.73550
H 5.20285 5.11050 -1.64637
H 4.16926 4.69932 -2.84281
H 3.70122 6.13574 -1.90235
H 5.16902 6.28537 -4.14958
H 6.67426 9.60592 -3.59045
H 5.70845 8.71465 -4.79884
H 7.29185 8.11169 -4.43202
C -4.14032 8.29301 0.51378
N -2.99236 8.86010 -0.14639
C -1.75877 8.45039 0.11840
C -0.59653 9.05552 -0.73557
O -1.56756 7.72998 1.14315
H -3.87275 7.55447 1.26947
H -4.74543 7.85083 -0.27769
H -4.63277 9.12776 1.01256
H -3.12711 9.52832 -0.89166
H -0.63119 10.08670 -1.08712
H -0.41987 8.39795 -1.58674
H 0.21763 9.32171 -0.06148
C 2.88246 -4.75684 -5.42432
N 3.36434 -5.61996 -4.37258
C 4.57779 -5.93635 -3.98703
C 4.80668 -6.72902 -2.69713
O 5.53730 -5.61982 -4.73825
H 1.85657 -5.07957 -5.60177
H 3.45019 -4.85289 -6.34983
H 2.72288 -3.70552 -5.18490
H 2.58129 -5.91209 -3.80550
H 3.89840 -7.22008 -2.34785
H 5.43067 -6.17886 -1.99282
H 5.33675 -7.67885 -2.76748
```

---

[2]
Below is a 8-piece molecular cluster, C24H56N8O8 overall, with properties calculated with ωB97M-V/def2-TZVPD.

The SMILES is CN(C)C=O.CN(C)C=O.CN(C)C=O.CN(C)C=O.CN(C)C=O.CN(C)C=O.CN(C)C=O.CN(C)C=O. Its orbital gap is 8.91 eV. As for the energy above the lowest of the compared OMol25 structures with the same formula, charge and spin: 9.977 eV. The largest force on an atom is 0.103 Eh/bohr. The calculation puts the lowest unoccupied orbital energy at -0.1202 eV.

```
96
C24H56N8O8 (ωB97M-V/def2-TZVPD)
C 2.29454 6.27425 -7.84817
N 2.48731 5.32739 -6.75895
C 3.86889 4.90912 -6.48161
C 1.47068 4.68073 -6.10067
O 1.72732 3.85580 -5.21014
H 1.38417 6.85623 -7.70457
H 2.18813 5.83292 -8.83914
H 3.09590 6.99140 -8.02599
H 4.02596 4.33089 -5.57106
H 4.24028 4.28139 -7.29163
H 4.47317 5.80658 -6.34930
H 0.49780 4.98196 -6.51897
C -0.34187 -8.93056 4.62175
N -1.16852 -8.25896 3.60473
C -0.60114 -8.01513 2.25170
C -2.44187 -7.93229 3.95184
O -3.21499 -7.31725 3.26563
H -0.70659 -8.92296 5.64889
H 0.70348 -8.62898 4.55551
H -0.39870 -9.99580 4.39783
H -1.18603 -7.52369 1.47421
H 0.26780 -7.37364 2.39847
H -0.32647 -8.97812 1.82124
H -2.74230 -8.27000 4.95578
C -6.30931 2.68703 -3.17633
N -7.47213 3.09436 -3.98969
C -7.37402 4.03430 -5.11985
C -8.68188 2.58565 -3.66152
O -8.88887 1.64412 -2.87249
H -6.73072 2.20387 -2.29482
H -5.73565 3.57215 -2.90141
H -5.65279 1.94738 -3.63460
H -6.78163 3.41125 -5.78991
H -8.30716 4.26753 -5.63264
H -6.98684 4.92249 -4.62056
H -9.46808 2.90145 -4.36463
C 4.89129 -6.72887 7.33089
N 4.35459 -5.51179 7.80943
C 3.18839 -4.99174 7.05508
C 4.78283 -4.98869 8.90210
O 4.36977 -3.94638 9.46720
H 4.25489 -7.59570 7.15284
H 5.82256 -7.12590 7.73488
H 5.13221 -6.54165 6.28446
H 3.45953 -4.89688 6.00361
H 2.56781 -5.88713 7.09051
H 2.69403 -4.13497 7.51296
H 5.70754 -5.48117 9.24058
C -2.57035 6.70810 -0.22508
N -2.46534 7.88587 -1.11759
C -1.24869 8.71272 -0.93340
C -3.22771 8.18101 -2.28509
O -3.04596 9.22296 -2.84695
H -2.15612 5.90525 -0.83494
H -3.62507 6.52429 -0.02042
H -2.21076 6.82274 0.79749
H -1.58097 9.65071 -0.48857
H -0.64435 8.22559 -0.16816
H -0.79407 9.05143 -1.86437
H -3.89699 7.39713 -2.67213
C 6.55349 -0.37781 6.35124
N 5.35727 0.40367 6.47109
C 4.66164 0.54088 5.22020
C 4.84100 0.61476 7.64062
O 3.71410 1.14113 7.82643
H 6.51191 -1.45241 6.17344
H 7.25117 -0.19802 7.16919
H 7.18100 -0.02608 5.53232
H 3.65883 0.90804 5.43847
H 5.28321 1.27674 4.71006
H 4.41459 -0.28679 4.55533
H 5.57356 0.44058 8.44387
C 0.20807 -0.42328 0.03786
N -0.53208 -1.36274 0.89000
C 0.30636 -2.45490 1.52452
C -1.86668 -1.30156 0.94712
O -2.52075 -0.37617 0.42448
H -0.44733 0.34146 -0.37893
H 0.68635 -0.96656 -0.77711
H 0.87835 0.27737 0.53579
H -0.11362 -2.87522 2.43831
H 0.73125 -3.23586 0.89391
H 1.18878 -1.90993 1.85985
H -2.20693 -2.07991 1.64757
C -1.82770 0.09320 -6.53666
N -1.48685 -1.27113 -6.60788
C -1.30113 -1.89867 -5.30351
C -0.95524 -1.91639 -7.70116
O -0.08660 -2.83334 -7.75369
H -2.91674 0.08858 -6.58205
H -1.27411 0.63593 -7.30288
H -1.52437 0.40761 -5.53805
H -1.86993 -1.47295 -4.47687
H -1.42157 -2.98013 -5.23983
H -0.27556 -1.68299 -5.00389
H -1.34056 -1.49685 -8.64334
```

---

[3]
Below is a 10-piece molecular cluster, C24H56O36S10 overall, with properties calculated with ωB97M-V/def2-TZVPD.

The SMILES is CCOS(C)(=O)=O.CCOS(C)(=O)=O.CCOS(C)(=O)=O.CCOS(C)(=O)=O.O=S1(=O)OCCO1.O=S1(=O)OCCO1.O=S1(=O)OCCO1.O=S1(=O)OCCO1.O=S1(=O)OCCO1.O=S1(=O)OCCO1. Its orbital gap is 10.19 eV. As for the energy above the lowest of the compared OMol25 structures with the same formula, charge and spin: 6.454 eV. The largest force on an atom is 0.119 Eh/bohr. The calculation puts the lowest unoccupied orbital energy at -0.1850 eV.

```
126
C24H56O36S10 (ωB97M-V/def2-TZVPD)
C 1.50641 0.64412 -4.67262
C 0.50239 -0.25548 -5.23139
O -0.25585 -0.92740 -4.20936
S -1.84158 -1.33075 -4.53154
C -2.08548 -2.26418 -2.89627
O -2.64243 -0.04893 -4.60104
O -1.84341 -2.26792 -5.69054
H 2.06296 0.11247 -3.90079
H 0.88102 1.43548 -4.25944
H 2.11390 1.03367 -5.48951
H -0.17074 0.37226 -5.81529
H 1.02053 -0.94618 -5.89665
H -1.97507 -1.60122 -2.03813
H -1.17869 -2.84005 -2.71132
H -2.98017 -2.88589 -2.92929
C -4.70155 -3.79544 2.13195
C -3.86744 -4.78318 1.28987
O -3.87334 -6.06723 1.85017
S -2.60373 -7.06780 1.59704
C -2.75220 -7.29420 -0.27225
O -1.31970 -6.42472 1.89565
O -2.85461 -8.36194 2.21403
H -4.53501 -2.77845 1.77684
H -4.28037 -3.97137 3.12178
H -5.76227 -4.02941 2.04128
H -4.34321 -4.84516 0.31114
H -2.80625 -4.55237 1.19657
H -2.05093 -8.12530 -0.34698
H -2.42666 -6.38522 -0.77809
H -3.80551 -7.57295 -0.24162
C 0.33231 2.07285 -0.97145
C 0.74763 0.65161 -0.54521
O -0.24877 -0.06609 0.25059
S -0.08735 -1.68535 0.50014
C 0.55584 -1.48601 2.20406
O -1.40339 -2.35596 0.41516
O 1.00093 -2.13633 -0.39680
H 0.03184 2.86152 -0.28164
H -0.47395 1.93254 -1.69142
H 1.10151 2.51006 -1.60807
H 0.91540 0.07113 -1.45239
H 1.78379 0.71607 -0.21307
H 0.52407 -2.33910 2.88180
H -0.10532 -0.77451 2.69877
H 1.54367 -1.02630 2.23503
C -4.89645 -1.57813 6.06079
C -3.51128 -1.17794 5.43144
O -3.66092 -0.05807 4.60227
S -2.36885 0.93686 4.42479
C -2.42253 1.80072 6.06838
O -1.17795 0.09269 4.46167
O -2.70668 1.89977 3.34252
H -5.60342 -1.69429 5.23933
H -5.34256 -0.80729 6.68920
H -4.91478 -2.49230 6.65413
H -2.70389 -1.06280 6.15460
H -3.19554 -2.03361 4.83459
H -2.47953 1.29610 7.03286
H -3.31348 2.42261 6.15529
H -1.59111 2.50476 6.10247
O 5.87023 1.54842 3.39229
S 4.57085 0.98012 3.07404
O 4.43157 -0.18451 2.17414
O 3.53759 1.00708 4.39258
C 2.27052 1.34821 4.13456
C 2.32666 2.26172 2.91750
O 3.62505 2.16726 2.45765
H 1.60675 0.48488 4.08795
H 1.99337 1.90095 5.03221
H 2.06021 3.31435 3.01284
H 1.74795 1.91131 2.06287
O -2.56302 5.23740 -1.24993
S -2.89677 5.12521 -2.72193
O -2.99915 6.37979 -3.54267
O -1.91804 4.03106 -3.53185
C -2.67752 3.13073 -4.31026
C -4.22363 3.44103 -4.01643
O -4.26649 4.27741 -2.81939
H -2.36432 3.27134 -5.34478
H -2.54363 2.16651 -3.81990
H -4.86082 2.55791 -3.96965
H -4.55050 4.08091 -4.83607
O 3.89769 1.44791 -1.97793
S 5.29834 1.70390 -2.22339
O 5.70733 2.68857 -3.25103
O 5.91468 2.07687 -0.70937
C 7.15241 1.50400 -0.54944
C 7.17255 0.28049 -1.49186
O 6.06641 0.33694 -2.28947
H 7.92636 2.24794 -0.73824
H 7.38969 1.07381 0.42357
H 7.12803 -0.61872 -0.87741
H 8.01593 0.20871 -2.17863
O -6.16993 1.66755 -2.26976
S -5.10880 0.88964 -1.63110
O -4.77871 -0.45115 -2.16495
O -3.67733 1.76894 -1.34110
C -3.01565 1.57747 -0.06604
C -4.01763 0.61119 0.60845
O -5.24351 0.79345 -0.00129
H -2.10758 1.02833 -0.31491
H -3.02079 2.50477 0.50684
H -4.13656 0.80449 1.67456
H -3.81616 -0.45969 0.58164
O 4.01643 -4.23951 5.34830
S 4.05675 -3.22315 4.30094
O 2.95813 -2.28869 4.20944
O 5.55809 -2.38971 4.19146
C 6.31871 -2.93721 3.12230
C 5.32918 -3.42170 2.02895
O 4.27486 -3.90218 2.82243
H 7.06843 -2.20742 2.81664
H 6.79542 -3.86310 3.44410
H 5.67670 -4.29127 1.47112
H 4.93833 -2.54296 1.51597
O 0.22398 2.98313 -6.24332
S 0.70095 4.22020 -5.66718
O 0.06110 5.41669 -6.19992
O 0.81396 4.19570 -3.95472
C 2.01917 4.83956 -3.54435
C 3.04089 4.64988 -4.66889
O 2.30444 4.34047 -5.86149
H 1.72458 5.84882 -3.25675
H 2.48081 4.32039 -2.70444
H 3.69023 3.77445 -4.66039
H 3.73480 5.42304 -4.99876
```

---

[4]
Below is C24H57CsO2S2SbSi3 as an isolated structure, with properties calculated with ωB97M-V/def2-TZVPD.

Its orbital gap is 6.34 eV. The largest force on an atom is 0.018 Eh/bohr. The total charge is -1. The calculation puts the lowest unoccupied orbital energy at 2.0297 eV.

```
90
C24H57CsO2S2SbSi3 (ωB97M-V/def2-TZVPD)
Cs -1.15025 2.02028 0.03822
C -0.03151 -0.02262 -3.54569
O -0.89259 0.36368 -2.49854
Si -2.58335 0.49672 -2.58037
C -2.86208 2.29186 -3.13966
C -3.13891 -0.53950 -4.05151
C -3.20669 0.07167 -0.94220
Si -2.91936 -1.66684 -0.50883
C -4.18000 -2.88712 -1.21839
C -2.90633 -1.99265 1.35235
C -1.24895 -2.31438 -1.10902
Si -4.84221 0.76726 -0.56509
C -4.82219 2.61940 -0.11875
C -5.69085 -0.03230 0.92338
C -6.13476 0.65749 -1.94490
H -0.50700 -0.72890 -4.23418
H 0.84982 -0.51027 -3.12278
H 0.30734 0.84134 -4.12711
H -2.37586 2.45056 -4.10819
H -2.46084 3.04321 -2.44758
H -3.93169 2.50071 -3.26272
H -2.70930 -0.20334 -5.00189
H -4.23086 -0.47380 -4.12734
H -2.88411 -1.59822 -3.90984
H -5.18969 -2.63032 -0.87047
H -3.97611 -3.92580 -0.93232
H -4.19094 -2.82702 -2.31364
H -3.90109 -1.84815 1.78783
H -2.21560 -1.31539 1.87015
H -2.59216 -3.02265 1.56331
H -1.18759 -2.31057 -2.20528
H -1.09266 -3.34452 -0.76564
H -0.42897 -1.69291 -0.73301
H -4.12144 2.85799 0.69096
H -5.81657 2.92429 0.22712
H -4.56881 3.25457 -0.97627
H -5.09109 0.08375 1.83436
H -5.86083 -1.10574 0.76927
H -6.66445 0.44177 1.09529
H -5.81438 1.19746 -2.84574
H -7.09533 1.07923 -1.62641
H -6.29793 -0.39007 -2.23157
C 3.78896 -3.10839 2.81689
C 2.40541 -2.59966 2.42499
C 1.63245 -2.20196 3.68530
C 1.63987 -3.72391 1.72194
Sb 2.26417 -0.82134 1.10577
C 3.29045 0.75019 2.28433
C 2.18827 1.34579 3.16600
C 4.45134 0.28935 3.16195
C 3.78915 1.83230 1.32590
C 3.58584 -1.25225 -0.62123
C 5.02203 -1.64474 -0.28884
C 2.89430 -2.37958 -1.39335
C 3.57944 -0.01187 -1.51855
H 3.67021 -3.97572 3.48363
H 4.37609 -2.36631 3.35108
H 4.36648 -3.44132 1.95601
H 1.50392 -3.08300 4.32940
H 0.63572 -1.81544 3.45165
H 2.16432 -1.44426 4.26706
H 1.47914 -4.55111 2.42779
H 2.19582 -4.12589 0.87453
H 0.65836 -3.39691 1.36275
H 1.72206 0.60108 3.81698
H 1.40691 1.82102 2.56876
H 2.61606 2.13041 3.80374
H 4.11250 -0.33189 3.99360
H 4.94018 1.17305 3.59652
H 5.20854 -0.26387 2.60168
H 3.06232 2.09652 0.55326
H 4.72252 1.53290 0.84216
H 3.98423 2.75477 1.88802
H 5.07519 -2.63684 0.15921
H 5.50236 -0.93477 0.38918
H 5.61826 -1.67342 -1.21278
H 2.88702 -3.32054 -0.84340
H 3.42639 -2.55385 -2.33961
H 1.85632 -2.13066 -1.63587
H 4.19285 0.79385 -1.12212
H 2.56916 0.37976 -1.67856
H 3.98486 -0.28308 -2.50373
C 2.45518 6.73615 0.11159
O 1.10986 6.89830 0.54577
C 0.36811 5.81099 0.86957
S -1.19603 6.14859 1.35130
S 1.06574 4.26115 0.78510
H 2.82408 7.74739 -0.04845
H 2.50430 6.16502 -0.81434
H 3.05746 6.22383 0.86014
```

---

no.,highest occupied orbital energy (eV)
1,-9.09
2,-9.03
3,-10.37
4,-4.31